one | Here is the molecule H4NO2PS from the OMol25 dataset. Energies are from ωB97M-V/def2-TZVPD.

The geometry in XYZ format:
```
9
Properties=species:S:1:pos:R:3
S 2.9374 -0.4378 0.2316
P 0.4003 0.2154 0.0372
O 0.0563 -0.0449 -1.4875
O -0.3532 1.6857 0.1838
N -0.7311 -0.7540 0.8329
H -1.0595 1.5334 0.8417
H 0.7051 0.2034 -2.0648
H -0.4446 -1.6130 1.2424
H -1.5107 -0.7881 0.1828
```

* HOMO: -8.567 eV
* multiplicity: 1
* SMILES string: NP(O)(O)=S
* HOMO-LUMO gap: 7.500 eV



two | Here is the molecule H4NO2PS from the OMol25 dataset. Energies are from ωB97M-V/def2-TZVPD.

The geometry in XYZ format:
```
9
Properties=species:S:1:pos:R:3
S 0.7956 -0.2370 -0.5044
P -1.4031 -0.2347 -1.0192
O 1.3188 -1.2303 -1.3405
O 1.2345 1.0843 -0.4610
N 0.8804 -0.8253 1.0291
H -2.0008 -0.0655 0.5163
H 0.3547 -0.4073 1.8013
H 0.6953 -1.8174 0.9948
H -1.6714 1.1276 -1.3031
```

* HOMO: -9.904 eV
* multiplicity: 1
* SMILES string: NS(=O)(=O)P
* HOMO-LUMO gap: 10.208 eV



three | Here is the molecule H4NO2PS from the OMol25 dataset. Energies are from ωB97M-V/def2-TZVPD.

The geometry in XYZ format:
```
9
Properties=species:S:1:pos:R:3
S -0.6072 0.1265 0.3549
P 0.0680 -1.8961 -0.0385
O -1.1760 0.0945 1.6789
O -1.5103 0.7007 -1.1821
N 0.7787 1.1673 0.3478
H -0.4397 -1.8182 -1.2591
H 0.6988 1.6158 -0.5567
H 0.8156 1.7539 1.1706
H 1.3721 -1.7443 -0.5157
```

* HOMO: -9.957 eV
* multiplicity: 1
* SMILES string: NS(=O)(=O)P
* HOMO-LUMO gap: 9.657 eV



Stability, lowest: three



one | Here is a cluster of 3 separate species, C5H14O2 in total from the OMol25 dataset. Energies are from ωB97M-V/def2-TZVPD.

The geometry in XYZ format:
```
21
Properties=species:S:1:pos:R:3
O -1.8672 0.7864 -2.5602
O 4.4130 -0.6272 0.1410
C -0.9519 -0.3138 0.4850
C 1.2291 0.9598 -0.2769
C -2.0453 -1.2313 0.1351
C 0.1080 -0.0834 -0.3449
C -1.1305 0.5665 1.7425
H -0.1988 1.1013 2.1516
H 5.0668 -0.6068 0.8920
H -3.0106 -0.6895 0.2470
H -1.0595 0.6233 -2.0169
H -2.1856 -2.0935 0.7375
H 0.2797 -0.9803 -0.9169
H 1.8402 1.3789 -1.1812
H 3.8777 -1.3231 0.1925
H -1.6107 -0.1407 2.5308
H -1.3199 0.7001 -3.4181
H 0.7550 1.7606 0.3073
H -2.1687 -1.5382 -0.9500
H 1.9660 0.5168 0.4266
H -1.9870 1.2343 1.6762
```

* HOMO: -8.748 eV
* multiplicity: 1
* SMILES string: CC=C(C)C.O.O
* HOMO-LUMO gap: 9.479 eV



two | Here is a cluster of 3 separate species, C5H14O2 in total from the OMol25 dataset. Energies are from ωB97M-V/def2-TZVPD.

The geometry in XYZ format:
```
21
Properties=species:S:1:pos:R:3
O 1.6753 -2.4391 -0.9418
O -0.9977 -0.7593 -4.5072
C -0.4446 0.7512 0.1115
C -0.1675 0.4524 1.5537
C -1.3479 -0.0232 2.3405
C 0.5110 1.6788 -0.6109
C 1.0140 0.6893 2.1142
H -1.0576 -0.2573 3.3591
H -2.1338 0.7263 2.3179
H 2.0830 -3.3035 -0.8670
H -1.7408 -0.9416 1.9017
H 1.8501 1.0603 1.5458
H -0.4794 -0.1729 -0.4951
H -1.4579 1.1508 -0.0147
H 0.2210 1.7158 -1.6560
H 0.4864 2.6663 -0.1629
H 1.2459 0.5300 3.1617
H -1.6232 -1.4853 -4.6219
H 1.2224 -2.2622 -0.1107
H -0.3831 -1.0531 -3.8273
H 1.5244 1.2763 -0.5908
```

* HOMO: -9.387 eV
* multiplicity: 1
* SMILES string: C=C(C)CC.O.O
* HOMO-LUMO gap: 9.997 eV



Stability, lowest: one



one | Here is the molecule C5H6N2S from the OMol25 dataset. Energies are from ωB97M-V/def2-TZVPD.

The geometry in XYZ format:
```
14
Properties=species:S:1:pos:R:3
S 1.6747 -2.2901 0.0948
N -2.1133 1.4985 -0.8366
N -0.9745 1.3915 -1.6702
C -1.0474 0.0488 0.7034
C 0.1013 -0.1378 -0.0207
C 0.0346 0.5789 -1.2186
C 1.3981 -0.4586 0.3643
C -2.1373 0.7919 0.2672
H -1.3303 -0.4318 1.7826
H 2.2024 0.2057 -0.1119
H 1.4324 -0.3057 1.4040
H 2.9915 -2.3477 0.3536
H 0.8593 0.4026 -2.0417
H -3.0916 1.0538 0.9298
```

* HOMO: -9.618 eV
* multiplicity: 1
* SMILES string: SCc1ccnnc1
* HOMO-LUMO gap: 9.485 eV



two | Here is the molecule C5H6N2S from the OMol25 dataset. Energies are from ωB97M-V/def2-TZVPD.

The geometry in XYZ format:
```
14
Properties=species:S:1:pos:R:3
S 2.5609 -0.1345 0.2206
N 1.7263 1.2996 -0.3617
N -1.9987 0.2547 0.2666
C -0.0082 -0.5585 -0.0601
C -1.1702 1.3315 0.0909
C 0.0698 0.8218 -0.0534
C 1.2557 -1.2981 -0.3748
C -1.2910 -0.9101 0.1953
H -2.8544 0.4404 0.7019
H 2.1007 1.9900 0.2415
H -1.6466 -1.8606 0.3230
H 1.2145 -1.4868 -1.4092
H -1.4532 2.2961 0.1949
H 1.4945 -2.1854 0.0247
```

* HOMO: -7.799 eV
* multiplicity: 1
* SMILES string: c1[nH]cc2c1CSN2
* HOMO-LUMO gap: 8.694 eV



three | Here is the molecule C5H6N2S from the OMol25 dataset. Energies are from ωB97M-V/def2-TZVPD.

The geometry in XYZ format:
```
14
Properties=species:S:1:pos:R:3
S 1.3762 1.1428 1.4774
N 1.7570 1.2531 -1.0838
N -0.0069 -0.0079 -1.9206
C 0.6535 0.3946 -0.9294
C 0.2392 0.2431 0.5268
C -1.8144 -1.5109 0.4509
C -0.9046 -0.3425 1.0401
C 2.3122 1.6140 -0.0217
H 0.4459 0.3076 -2.7161
H -2.8353 -1.0590 0.5077
H 3.2701 2.2122 -0.0452
H -1.6261 -2.3887 1.1445
H -1.1687 0.0160 2.1623
H -1.6981 -1.8743 -0.5929
```

* HOMO: -8.386 eV
* multiplicity: 1
* SMILES string: [H]/N=C1\N=CS\C1=C\C
* HOMO-LUMO gap: 8.271 eV



four | Here is the molecule C5H6N2S from the OMol25 dataset. Energies are from ωB97M-V/def2-TZVPD.

The geometry in XYZ format:
```
14
Properties=species:S:1:pos:R:3
S -1.7187 -0.4184 -0.5474
N 0.9527 1.2206 -0.1176
N -0.2576 1.6890 0.3965
C -1.3884 1.1241 0.3164
C -0.6356 -1.4837 0.3085
C 0.6394 -1.1408 0.6616
C 1.3404 0.0074 0.0063
C 2.6754 -0.2040 -0.4466
H 3.1293 0.6592 -0.7511
H 1.1369 -1.7258 1.5475
H 3.2141 -0.4639 0.4598
H 2.7270 -1.0761 -1.1857
H -2.3111 1.5120 0.8508
H -1.0498 -2.3963 0.8085
```

* HOMO: -9.001 eV
* multiplicity: 1
* SMILES string: CC1=NN=CSC=C1
* HOMO-LUMO gap: 9.349 eV



Stability, lowest: four



one | Here is the molecule C17H20N2O3 from the OMol25 dataset. Energies are from ωB97M-V/def2-TZVPD.

The geometry in XYZ format:
```
42
Properties=species:S:1:pos:R:3
O 3.0489 -1.9876 -1.0600
O -0.4079 -2.7006 -0.5356
O 4.6004 -3.5583 2.2308
N -2.8948 2.2202 0.1494
N 1.8650 -2.2907 0.8464
C -2.8474 -0.1676 0.3384
C -2.2282 3.5126 -1.8091
C 4.4955 -4.2738 1.0200
C -0.3129 -0.2613 -0.7712
C -3.1801 4.5932 0.1131
C 3.4075 -2.9738 2.6773
C -2.7435 3.4247 -0.5155
C 2.8700 -1.8402 1.7790
C -0.9478 0.9551 -0.5945
C 0.8003 -2.8287 -1.2443
C -3.0697 5.8153 -0.5187
C -2.1181 4.7414 -2.4310
C 2.0293 -2.3118 -0.4876
C -2.2163 -1.3793 0.1683
C -2.2334 1.0230 -0.0613
C -0.9479 -1.4402 -0.4050
C -2.5273 5.8989 -1.7905
H -3.8314 -0.1347 0.7839
H 0.7553 -2.3385 -2.2239
H 3.6524 -2.5704 3.6623
H 0.9323 -3.9039 -1.4055
H 2.6241 -3.7414 2.7942
H 0.9773 -2.5970 1.2181
H 4.3189 -3.6130 0.1666
H 2.4412 -1.0533 2.4063
H 3.6926 -1.4221 1.1941
H 3.6927 -5.0199 1.0730
H -3.6040 2.2060 0.8673
H -2.6933 -2.2991 0.4683
H -3.6075 4.5314 1.1047
H -1.9425 2.6153 -2.3352
H -2.4357 6.8555 -2.2818
H -3.4081 6.7087 -0.0144
H -0.4236 1.8621 -0.8499
H 5.4494 -4.7798 0.8861
H 0.6855 -0.2690 -1.1798
H -1.7171 4.7925 -3.4328
```

* HOMO: -7.484 eV
* multiplicity: 1
* SMILES string: COCCNC(=O)COc1ccc(Nc2ccccc2)cc1
* HOMO-LUMO gap: 8.166 eV



two | Here is the molecule C17H20N2O3 from the OMol25 dataset. Energies are from ωB97M-V/def2-TZVPD.

The geometry in XYZ format:
```
42
Properties=species:S:1:pos:R:3
O 1.7234 -1.7446 -0.5099
O -0.9173 3.9870 0.3022
O 0.0236 2.1296 2.3038
N -2.1226 -5.9362 -1.7598
N 0.4529 -1.6251 -2.3702
C -0.2410 -3.9940 -2.4402
C -2.4959 -4.7352 -2.1641
C -0.0297 1.1591 -1.7523
C 0.1497 -5.2569 -2.0114
C -1.6048 -3.7342 -2.5170
C 0.6001 1.2437 3.2449
C -0.4277 2.7459 0.0431
C 0.4694 0.5643 0.5141
C 0.5513 1.9294 4.6017
C 0.4349 0.2250 -0.8357
C 0.7886 -2.9560 -2.8160
C -0.4439 2.3967 -1.3059
C -0.8265 -6.1854 -1.6874
C 0.9203 5.0444 1.5241
C 0.9333 -1.1281 -1.2002
C -0.5646 4.7030 1.4742
C 0.0339 1.7950 0.9791
H 1.1959 -5.5073 -1.9267
H -0.0333 0.9562 -2.8127
H -1.1579 5.6192 1.4002
H 1.1180 5.6889 2.3762
H 0.9131 -2.9462 -3.9056
H 1.2169 5.5598 0.6134
H -0.8624 4.1567 2.3726
H 0.8430 -0.1846 1.1937
H -0.2947 -1.1419 -2.8385
H -1.9745 -2.7731 -2.8417
H 0.0335 0.3034 3.2746
H -0.4782 2.1516 4.8699
H -0.7959 3.1435 -2.0004
H -0.5605 -7.1782 -1.3491
H 1.6388 1.0210 2.9672
H -3.5644 -4.5682 -2.2085
H 1.5160 4.1406 1.6226
H 1.7453 -3.2095 -2.3516
H 1.1106 2.8609 4.5702
H 0.9832 1.2797 5.3572
```

* HOMO: -8.362 eV
* multiplicity: 1
* SMILES string: CCOc1ccc(C(=O)NCc2ccncc2)cc1OCC
* HOMO-LUMO gap: 9.017 eV



Stability, lowest: one



one | Here is the molecule CHN3O3 from the OMol25 dataset. Energies are from ωB97M-V/def2-TZVPD.

The geometry in XYZ format:
```
8
Properties=species:S:1:pos:R:3
O -2.3526 -0.1702 0.0197
O 0.6059 2.0767 -0.3724
O 2.0086 -1.2202 0.1389
N 0.8501 -1.0572 0.5252
N 0.3423 1.3158 0.4579
N -1.2941 -0.4685 0.5190
C -0.0704 -0.3124 -0.0311
H -0.0898 -0.1641 -1.2572
```

* HOMO (alpha / beta): -9.566 / -9.629 eV
* multiplicity: 1
* SMILES string: O=NC(N=O)N=O
* HOMO-LUMO gap (alpha / beta): 7.436 / 7.532 eV



two | Here is the molecule CHN3O3 from the OMol25 dataset. Energies are from ωB97M-V/def2-TZVPD.

The geometry in XYZ format:
```
8
Properties=species:S:1:pos:R:3
O 1.5126 0.1479 0.5281
O 0.2572 -1.8414 -0.6402
O -1.6046 -0.6809 -0.7714
N 0.2997 0.4565 -0.0170
N -0.4659 -0.8584 -0.5439
N -1.4200 2.0057 0.9372
C -0.5534 1.2733 0.6155
H 1.9743 -0.5027 -0.1086
```

* HOMO: -10.523 eV
* multiplicity: 1
* SMILES string: N#CN(O)[N+](=O)[O-]
* HOMO-LUMO gap: 9.955 eV



Stability, lowest: one



one | Here is the molecule CHN3O3 from the OMol25 dataset. Energies are from ωB97M-V/def2-TZVPD.

The geometry in XYZ format:
```
8
Properties=species:S:1:pos:R:3
O -1.1788 -0.5868 1.2945
O 1.2905 -0.1698 1.4678
O -1.0403 0.0165 -1.0227
N 1.1328 0.1658 -1.0394
N -0.5667 0.2786 0.2391
N 0.1724 0.3238 -1.7367
C 0.7224 0.0986 0.3810
H -2.0754 -0.0484 1.5559
```

* HOMO: -10.816 eV
* multiplicity: 1
* SMILES string: O=c1nnon1O
* HOMO-LUMO gap: 9.810 eV



two | Here is a cluster of 2 separate species, CHN3O3 in total from the OMol25 dataset. Energies are from ωB97M-V/def2-TZVPD.

The geometry in XYZ format:
```
8
Properties=species:S:1:pos:R:3
O 1.7511 0.9661 -0.4590
O -1.4946 -0.3150 0.4947
O 0.0044 2.0668 0.2341
N 1.0545 -2.4498 0.0000
N -0.3331 -0.4818 -0.2937
N 0.6633 1.2192 -0.1159
C 0.3637 -1.5459 -0.0970
H -2.0094 0.5405 0.2368
```

* HOMO (alpha / beta): -9.597 / -9.577 eV
* multiplicity: 1
* HOMO-LUMO gap (alpha / beta): 8.063 / 8.026 eV



Stability, lowest: two